[1]
Entry from OMol25: a molecular structure, H22O11Xe (ωB97M-V with the def2-TZVPD basis set).

CARTESIAN COORDINATES (ANGSTROEM)
Xe: -0.7704 -0.5010 0.2036
O: -1.4375 -1.8614 -3.0083
H: -2.2985 -1.5066 -2.7867
H: -1.6195 -2.5540 -3.6434
O: -3.5589 -0.1423 2.2308
H: -2.9956 -0.6152 2.8434
H: -4.4415 -0.4595 2.4224
O: 0.1826 2.8010 -2.7572
H: 0.5174 1.9506 -2.4726
H: -0.6588 2.6023 -3.1680
O: -0.1664 1.7074 2.8805
H: 0.0488 1.1501 3.6283
H: -1.0783 1.4973 2.6792
O: 1.0105 0.1833 -2.9175
H: 1.6772 0.0912 -3.5981
H: 0.5385 -0.6494 -2.9298
O: -2.8930 2.2032 1.1480
H: -2.8668 1.8768 0.2485
H: -3.1539 1.4451 1.6708
O: 0.7215 3.2029 0.7078
H: 0.4957 2.8868 1.5826
H: 1.1481 2.4571 0.2858
O: 2.7772 -0.2956 2.0138
H: 2.5343 0.1154 1.1841
H: 2.3484 -1.1511 1.9925
O: 1.7272 -3.0466 2.2841
H: 0.8286 -3.3763 2.2787
H: 2.2559 -3.7857 1.9835
O: 2.2477 0.8707 -0.4391
H: 2.0539 0.4416 -1.2725
H: 2.9478 1.4901 -0.6452
O: 0.5181 -3.3334 -1.3538
H: -0.0466 -2.6460 -1.7070
H: 1.4062 -3.0487 -1.5693

Force components x, y, z for each atom (eV/Å):
0.0 0.0 0.0
0.3 0.1 0.0
-0.2 0.2 0.2
0.0 -0.3 -0.2
-0.1 -0.3 0.1
0.3 -0.2 0.2
-0.3 0.0 0.0
0.0 0.6 0.0
0.0 -0.2 0.0
-0.2 0.0 -0.1
0.0 -0.1 0.3
0.4 -0.1 0.2
-0.4 0.3 -0.3
0.4 -0.3 0.2
0.2 0.1 -0.4
-0.6 -0.3 0.0
0.2 0.7 0.0
0.1 0.0 -0.2
-0.3 -0.3 0.1
0.1 0.6 -0.4
-0.1 -0.2 0.3
0.0 -0.3 -0.1
0.3 0.0 0.5
-0.1 0.2 -0.4
-0.1 -0.4 0.1
0.0 0.1 0.1
-0.3 0.0 -0.1
0.2 -0.1 -0.1
0.1 0.3 0.2
-0.4 -0.2 -0.5
0.3 0.3 0.1
0.2 -0.4 0.1
-0.5 0.2 -0.1
0.3 0.0 0.1

Calculated values
ΔE to the lowest compared entry with this formula, charge and spin, kcal/mol: 20.08
E, eV: -31842.076
Total charge: 0
2S+1: 1
HOMO level, eV: -9.58

---

[2]
Entry from OMol25: 11 unconnected molecules or ions with the total composition H23O11 (ωB97M-V with the def2-TZVPD basis set).

CARTESIAN COORDINATES (ANGSTROEM)
O: -3.2248 -2.4199 -1.2899
H: -3.9989 -2.3715 -1.8333
H: 0.2427 0.4877 0.7976
O: -2.7232 -3.8912 1.4964
H: -1.7213 -4.0856 1.1982
H: -2.6393 -2.1786 2.7961
O: 1.4645 2.1512 -3.5798
H: 0.5409 0.5737 4.7228
H: -0.2523 0.1689 -1.3972
O: 2.5612 -0.0406 -1.2055
H: 3.4756 0.4031 -1.0336
H: 4.4573 -1.0363 1.3074
O: 1.1081 0.2751 1.0651
H: 0.2423 1.3595 -2.0332
H: 2.1038 0.0386 -0.2107
O: 0.4237 3.5818 -1.4581
H: -0.4017 4.0499 -0.9569
H: 0.9171 2.7735 -3.2084
O: -2.7468 -1.1894 2.9205
H: 1.3447 2.3078 -4.5165
O: 4.2878 -0.1617 1.1528
H: 5.1510 0.2165 0.8731
H: -3.0765 -3.5367 0.7310
O: -2.4613 -0.3499 -0.8155
H: -3.2920 -1.0444 3.7456
H: -2.7839 0.4299 -0.4700
O: 0.9346 0.7124 3.8162
H: -2.8400 -1.1773 -0.4225
H: 1.3040 1.5849 3.7821
O: 0.3995 0.4864 -2.1534
H: 1.7484 0.3542 -1.8424
H: 0.8813 4.1226 -2.1830
H: 1.1761 0.2943 2.0924
H: -2.6024 -2.8889 -1.8875

Force components x, y, z for each atom (eV/Å):
0.4 -3.2 -0.8
-1.0 0.3 -0.3
-2.1 0.6 -0.2
4.9 -1.8 1.5
-3.5 0.6 1.2
-0.4 1.5 0.2
2.5 -1.8 -2.0
0.7 0.3 -1.6
1.3 -0.1 -1.8
1.0 0.9 2.8
-2.2 -0.7 -0.8
0.6 -3.7 0.7
2.7 -0.7 1.9
-0.6 5.2 0.1
0.6 -0.2 -1.5
-1.3 1.0 0.4
2.6 -1.0 -1.9
-2.2 2.2 1.7
-0.6 -1.0 1.1
0.2 -0.2 -0.5
0.3 4.1 -1.1
-0.8 -0.3 0.4
-1.4 1.3 -2.7
1.8 -1.7 -0.8
1.0 -0.5 -1.5
-1.1 2.4 1.6
-0.8 -1.0 1.3
0.4 1.8 -0.3
0.2 0.8 0.2
-1.3 -5.4 2.0
0.0 -0.1 0.4
-1.2 0.1 1.8
-0.5 -0.1 -2.2
-0.2 0.5 0.7

Calculated values
ΔE to the lowest compared entry with this formula, charge and spin, kcal/mol: 52.33
E, eV: -22890.141
⟨S²⟩: 0.75
Total charge: 0
2S+1: 2
HOMO level (spin up / spin down), eV: -2.35 / -10.47

---

[3]
Entry from OMol25: 11 unconnected molecules or ions with the total composition H23O11 (ωB97M-V with the def2-TZVPD basis set).

CARTESIAN COORDINATES (ANGSTROEM)
O: 0.1188 0.2598 0.2704
H: 0.3838 0.5168 -0.5406
H: -0.5822 -0.3432 0.3944
H: 0.6818 -0.2482 0.8804
O: -2.2282 -1.1882 0.1804
H: -2.4392 -2.0332 0.4254
H: -1.7062 -1.1242 -0.5926
O: 2.0688 -0.4952 -1.7666
H: 2.8428 -0.9532 -1.4706
H: 1.6198 -0.9182 -2.6166
O: 1.3778 2.4278 -1.9636
H: 2.1118 1.8688 -1.4556
H: 1.6778 3.3718 -1.8376
O: -1.9682 2.2548 -1.6776
H: -2.1012 2.9908 -2.2816
H: -1.7172 1.5118 -2.2186
O: -0.8952 -0.3642 -2.3726
H: -0.3962 -0.1142 -3.1876
H: -1.6462 -0.7542 -2.7516
O: 2.1888 -0.3472 2.0914
H: 1.7168 0.2168 2.7094
H: 2.9208 0.2028 2.3064
O: 3.7478 -1.7912 0.4504
H: 2.9838 -1.4572 0.8544
H: 4.0598 -2.3882 1.0174
O: -2.1362 1.9218 1.1634
H: -2.1692 2.8658 1.4304
H: -2.2862 2.0908 0.2534
O: 0.3238 -2.4182 1.4344
H: 0.3758 -3.3292 1.0264
H: -0.5492 -2.4512 1.7244
O: -3.0002 0.1258 3.0364
H: -2.6922 0.7308 2.2294
H: -2.6872 -0.6382 2.8564

Force components x, y, z for each atom (eV/Å):
-0.5 -0.2 6.2
1.9 1.0 -5.2
-3.5 -1.1 -0.8
2.5 0.3 -0.1
0.4 4.1 0.8
-0.7 -3.4 0.4
0.3 -0.8 -1.7
-2.8 0.0 -2.5
0.8 -1.0 -0.1
2.2 1.0 3.0
2.7 -0.5 2.0
-2.1 1.8 -1.9
-0.5 -1.5 -0.2
-0.3 0.5 0.3
0.0 0.1 0.0
0.2 -0.4 -0.2
2.1 1.1 -0.5
-0.2 0.0 1.0
-2.1 -1.1 -0.7
-1.1 0.8 0.7
-2.0 -0.6 0.6
2.8 0.2 -0.9
-0.5 3.0 -4.6
-1.7 0.7 0.9
2.2 -3.9 3.4
0.3 1.6 1.3
0.1 -0.9 0.7
-0.3 -0.6 -2.2
1.9 -1.6 -1.7
0.5 1.4 0.5
-2.5 0.3 1.3
-2.2 9.7 -0.4
-1.1 -1.5 2.4
3.2 -8.3 -1.8

Calculated values
ΔE to the lowest compared entry with this formula, charge and spin, kcal/mol: 129.40
E, eV: -22886.843
Total charge: +1
2S+1: 1
HOMO level, eV: -13.05

---

[4]
Entry from OMol25: a molecular structure, H23O11 (ωB97M-V with the def2-TZVPD basis set).

CARTESIAN COORDINATES (ANGSTROEM)
O: -1.9124 -2.4523 1.7822
H: -1.4597 -3.2802 1.5767
H: -1.3062 -2.1271 2.4627
O: 3.7644 -0.1639 1.9439
H: 3.6376 -1.0551 2.2793
H: 4.4602 -0.1108 1.2840
O: 0.9877 -1.7230 1.6045
H: 0.9969 -0.1679 -4.4010
H: -1.5182 0.5275 0.0362
O: -0.8988 1.6286 3.1783
H: -0.1043 1.0891 3.2392
H: -0.2413 -2.2205 -3.0904
O: -3.6039 1.1998 -2.3942
H: -3.2406 1.1188 -3.2886
H: -0.6996 2.5319 3.4325
O: 1.2191 1.2897 1.2274
H: 2.0540 1.7325 1.5026
H: 1.7224 -1.0671 1.4113
O: -1.9933 -0.5681 -0.3226
H: 1.4135 -2.5634 1.3930
O: 3.3870 3.3609 -1.0475
H: 2.6409 3.7033 -0.5300
H: 2.8296 2.8712 -1.6710
O: -0.1144 -2.7772 -2.2991
H: -2.3938 -1.1487 0.3554
H: -0.1211 -3.7140 -2.5037
O: 0.3838 -0.6403 -3.8233
H: -1.6866 1.4375 1.2876
H: 0.0411 0.1083 -3.3173
O: -1.7108 1.6901 0.3303
H: 1.5847 0.4424 1.6453
H: -2.6245 1.7599 -0.0010
H: -4.0164 0.3306 -2.2918
H: -1.4771 -1.0426 -0.9907

Force components x, y, z for each atom (eV/Å):
0.4 -0.2 0.3
-0.4 -0.1 -0.4
-0.2 0.4 0.0
-0.9 0.5 0.2
0.7 -0.1 -0.1
0.1 -0.4 0.0
1.5 1.0 -0.2
0.1 -0.5 -0.3
-0.9 0.4 -0.6
-0.9 -0.5 -0.3
0.1 0.5 0.0
0.5 -0.8 0.1
0.2 -0.6 -0.3
0.0 0.4 0.2
0.3 0.0 0.1
2.3 -1.7 1.7
-0.7 0.7 -0.7
-1.2 -1.5 0.0
0.2 0.4 -0.3
-0.1 0.0 0.0
-1.4 -0.2 0.0
0.6 0.4 0.4
0.7 -0.2 -0.4
-0.4 0.6 0.6
0.8 -0.5 0.0
-0.1 0.1 -0.4
0.0 1.1 -0.1
-0.1 1.3 0.4
-0.2 -0.2 0.1
0.6 -1.4 0.3
-1.4 1.4 -1.0
0.0 0.3 0.2
-0.1 0.2 0.2
0.0 -0.6 0.3

Calculated values
ΔE to the lowest compared entry with this formula, charge and spin, kcal/mol: 83.06
E, eV: -22888.852
Total charge: +1
2S+1: 1
HOMO level, eV: -13.96

---

[5]
Entry from OMol25: 12 unconnected molecules or ions with the total composition H23O12 (ωB97M-V with the def2-TZVPD basis set).

CARTESIAN COORDINATES (ANGSTROEM)
O: -0.6814 -2.7478 -2.2162
H: -2.2864 -0.1000 1.9764
H: -0.4126 1.1481 -0.0654
O: 1.5610 -0.8425 2.8829
H: 0.6820 -1.0652 3.2060
H: 1.5051 -0.7214 1.9239
O: 1.5164 1.8742 3.4142
H: 1.5070 2.3402 2.5751
O: -0.4429 2.0703 0.3058
H: -1.2232 2.0673 -2.0589
H: -0.7702 1.7229 1.1553
O: -1.5245 -0.6778 2.0676
H: -2.7925 -2.5214 -0.9123
H: -2.2029 -0.3306 -0.8433
O: 3.3309 -1.8618 -1.5464
H: -0.1343 0.1683 -2.2761
H: 1.4419 0.9106 3.3665
O: -2.0908 2.2652 -1.6950
H: -1.8083 2.7009 -0.8318
H: 3.1686 -2.5143 -0.8368
O: 3.1943 -0.0063 0.0893
H: 3.9916 -0.3658 -0.2960
H: 2.5182 -0.2905 -0.5512
O: -3.6360 -2.8349 -1.3485
H: -3.3456 -2.9901 -2.2548
H: -0.6465 -2.0503 -2.8706
O: 0.1948 -0.0408 -1.3859
H: -1.0880 -2.3985 -1.3798
H: 0.0158 3.9182 1.1035
O: 0.9802 3.9784 1.2295
H: -0.7274 -0.6332 -1.0767
H: 2.4544 -1.8999 -1.9656
O: -1.8848 -1.1410 -0.4284
H: 1.1796 4.1035 0.2946
H: -1.5433 -1.2339 1.2493

Force components x, y, z for each atom (eV/Å):
0.2 -1.1 0.3
-0.1 -0.2 -0.1
0.6 0.9 -1.0
0.2 -0.2 0.2
-0.3 0.0 -0.5
-0.1 0.0 0.2
-0.1 0.7 1.2
-0.1 -0.5 -0.4
-0.8 -2.1 0.9
0.0 -0.1 -0.1
0.2 0.8 0.4
0.5 -0.3 0.7
-1.4 0.4 -0.3
-1.0 -0.1 0.3
-0.8 -1.7 -0.4
0.6 0.2 0.2
0.3 0.2 -0.9
0.1 1.1 0.9
-0.5 -1.1 -1.3
0.5 0.5 -0.2
-0.7 0.7 0.5
0.1 -0.1 0.0
0.3 0.4 0.4
0.5 -0.4 0.0
-0.1 -0.1 0.1
-0.1 0.3 0.3
-1.7 -0.8 -0.5
0.4 0.4 -1.1
0.4 -0.3 0.7
-0.7 1.0 -0.4
1.6 0.4 0.8
0.2 0.3 -0.3
1.1 0.2 -0.7
0.7 -0.2 0.0
-0.3 0.9 0.0

Calculated values
ΔE to the lowest compared entry with this formula, charge and spin, kcal/mol: 70.25
E, eV: -24944.962
Total charge: -1
2S+1: 1
HOMO level, eV: -6.65

---

[6]
Entry from OMol25: 11 unconnected molecules or ions with the total composition H24NO10 (ωB97M-V with the def2-TZVPD basis set).

CARTESIAN COORDINATES (ANGSTROEM)
N: 26.0640 34.6470 37.6770
H: 25.6200 34.9840 36.8960
H: 25.8530 33.7230 37.9810
H: 25.7630 35.4060 38.5410
H: 27.1590 34.6250 37.4990
O: 29.2330 33.5440 38.4480
H: 30.2300 33.7080 38.3540
H: 28.9950 34.1850 38.9130
O: 26.5550 31.2180 36.6610
H: 25.5640 31.1930 36.4300
H: 26.9890 31.7530 36.2290
O: 26.2100 36.7640 40.9100
H: 25.9810 36.8360 41.7660
H: 25.4260 37.0890 40.5700
O: 29.0360 36.8170 36.7940
H: 28.6200 37.7270 37.0180
H: 28.2740 36.5390 36.2320
O: 24.4490 35.4350 34.5300
H: 24.2830 35.5630 33.6190
H: 25.3720 35.4550 34.4380
O: 23.4010 34.7190 39.1040
H: 22.7270 35.3620 38.9710
H: 23.2670 33.9950 38.4440
O: 24.4570 37.9940 36.7490
H: 24.6190 38.7990 36.3450
H: 24.7710 37.2330 36.2220
O: 27.1980 36.2280 35.2280
H: 27.3270 35.7150 34.4010
H: 27.2000 36.9560 34.6720
O: 28.0410 35.1010 40.3150
H: 27.3630 35.5260 40.7580
H: 28.6630 34.8770 41.0260
O: 28.0000 33.0800 35.3670
H: 27.8820 33.0470 34.4370
H: 28.9250 32.7700 35.4050

Force components x, y, z for each atom (eV/Å):
3.7 2.8 4.9
-1.6 0.4 -2.6
-0.7 -1.1 0.1
1.3 -2.9 -2.8
-2.3 0.4 0.6
5.8 -8.2 -6.9
-2.2 -0.6 0.0
-3.6 8.8 6.7
-9.7 -9.1 7.4
2.8 0.2 0.2
6.6 8.8 -7.4
2.3 -0.7 -3.0
-0.5 0.1 5.4
-2.5 1.1 -2.1
-2.0 2.6 0.5
1.7 -1.9 0.0
1.5 -0.4 0.5
-0.9 -0.2 1.1
-1.6 0.2 -1.7
2.3 -0.1 0.8
1.3 -1.6 -0.7
-1.0 0.7 -0.3
-0.3 1.0 0.9
-0.3 -3.4 1.6
0.6 2.2 -1.6
-0.4 1.2 -0.1
-1.3 -2.9 -1.6
0.5 -1.6 1.1
-0.2 4.2 -0.6
2.8 -1.9 -0.8
-2.3 1.6 1.0
-0.1 -0.1 -0.5
1.1 0.1 0.7
-0.7 -0.1 -1.6
-0.4 0.2 0.7

Calculated values
ΔE to the lowest compared entry with this formula, charge and spin, kcal/mol: 130.56
E, eV: -22345.135
Total charge: +1
2S+1: 1
HOMO level, eV: -13.71

---

Repeat the second record exactly.
Entry from OMol25: 11 unconnected molecules or ions with the total composition H23O11 (ωB97M-V with the def2-TZVPD basis set).

CARTESIAN COORDINATES (ANGSTROEM)
O: -3.2248 -2.4199 -1.2899
H: -3.9989 -2.3715 -1.8333
H: 0.2427 0.4877 0.7976
O: -2.7232 -3.8912 1.4964
H: -1.7213 -4.0856 1.1982
H: -2.6393 -2.1786 2.7961
O: 1.4645 2.1512 -3.5798
H: 0.5409 0.5737 4.7228
H: -0.2523 0.1689 -1.3972
O: 2.5612 -0.0406 -1.2055
H: 3.4756 0.4031 -1.0336
H: 4.4573 -1.0363 1.3074
O: 1.1081 0.2751 1.0651
H: 0.2423 1.3595 -2.0332
H: 2.1038 0.0386 -0.2107
O: 0.4237 3.5818 -1.4581
H: -0.4017 4.0499 -0.9569
H: 0.9171 2.7735 -3.2084
O: -2.7468 -1.1894 2.9205
H: 1.3447 2.3078 -4.5165
O: 4.2878 -0.1617 1.1528
H: 5.1510 0.2165 0.8731
H: -3.0765 -3.5367 0.7310
O: -2.4613 -0.3499 -0.8155
H: -3.2920 -1.0444 3.7456
H: -2.7839 0.4299 -0.4700
O: 0.9346 0.7124 3.8162
H: -2.8400 -1.1773 -0.4225
H: 1.3040 1.5849 3.7821
O: 0.3995 0.4864 -2.1534
H: 1.7484 0.3542 -1.8424
H: 0.8813 4.1226 -2.1830
H: 1.1761 0.2943 2.0924
H: -2.6024 -2.8889 -1.8875

Force components x, y, z for each atom (eV/Å):
0.4 -3.2 -0.8
-1.0 0.3 -0.3
-2.1 0.6 -0.2
4.9 -1.8 1.5
-3.5 0.6 1.2
-0.4 1.5 0.2
2.5 -1.8 -2.0
0.7 0.3 -1.6
1.3 -0.1 -1.8
1.0 0.9 2.8
-2.2 -0.7 -0.8
0.6 -3.7 0.7
2.7 -0.7 1.9
-0.6 5.2 0.1
0.6 -0.2 -1.5
-1.3 1.0 0.4
2.6 -1.0 -1.9
-2.2 2.2 1.7
-0.6 -1.0 1.1
0.2 -0.2 -0.5
0.3 4.1 -1.1
-0.8 -0.3 0.4
-1.4 1.3 -2.7
1.8 -1.7 -0.8
1.0 -0.5 -1.5
-1.1 2.4 1.6
-0.8 -1.0 1.3
0.4 1.8 -0.3
0.2 0.8 0.2
-1.3 -5.4 2.0
0.0 -0.1 0.4
-1.2 0.1 1.8
-0.5 -0.1 -2.2
-0.2 0.5 0.7

Calculated values
ΔE to the lowest compared entry with this formula, charge and spin, kcal/mol: 52.33
E, eV: -22890.141
⟨S²⟩: 0.75
Total charge: 0
2S+1: 2
HOMO level (spin up / spin down), eV: -2.35 / -10.47

---

Copy entry 6 word for word.
Entry from OMol25: 11 unconnected molecules or ions with the total composition H24NO10 (ωB97M-V with the def2-TZVPD basis set).

CARTESIAN COORDINATES (ANGSTROEM)
N: 26.0640 34.6470 37.6770
H: 25.6200 34.9840 36.8960
H: 25.8530 33.7230 37.9810
H: 25.7630 35.4060 38.5410
H: 27.1590 34.6250 37.4990
O: 29.2330 33.5440 38.4480
H: 30.2300 33.7080 38.3540
H: 28.9950 34.1850 38.9130
O: 26.5550 31.2180 36.6610
H: 25.5640 31.1930 36.4300
H: 26.9890 31.7530 36.2290
O: 26.2100 36.7640 40.9100
H: 25.9810 36.8360 41.7660
H: 25.4260 37.0890 40.5700
O: 29.0360 36.8170 36.7940
H: 28.6200 37.7270 37.0180
H: 28.2740 36.5390 36.2320
O: 24.4490 35.4350 34.5300
H: 24.2830 35.5630 33.6190
H: 25.3720 35.4550 34.4380
O: 23.4010 34.7190 39.1040
H: 22.7270 35.3620 38.9710
H: 23.2670 33.9950 38.4440
O: 24.4570 37.9940 36.7490
H: 24.6190 38.7990 36.3450
H: 24.7710 37.2330 36.2220
O: 27.1980 36.2280 35.2280
H: 27.3270 35.7150 34.4010
H: 27.2000 36.9560 34.6720
O: 28.0410 35.1010 40.3150
H: 27.3630 35.5260 40.7580
H: 28.6630 34.8770 41.0260
O: 28.0000 33.0800 35.3670
H: 27.8820 33.0470 34.4370
H: 28.9250 32.7700 35.4050

Force components x, y, z for each atom (eV/Å):
3.7 2.8 4.9
-1.6 0.4 -2.6
-0.7 -1.1 0.1
1.3 -2.9 -2.8
-2.3 0.4 0.6
5.8 -8.2 -6.9
-2.2 -0.6 0.0
-3.6 8.8 6.7
-9.7 -9.1 7.4
2.8 0.2 0.2
6.6 8.8 -7.4
2.3 -0.7 -3.0
-0.5 0.1 5.4
-2.5 1.1 -2.1
-2.0 2.6 0.5
1.7 -1.9 0.0
1.5 -0.4 0.5
-0.9 -0.2 1.1
-1.6 0.2 -1.7
2.3 -0.1 0.8
1.3 -1.6 -0.7
-1.0 0.7 -0.3
-0.3 1.0 0.9
-0.3 -3.4 1.6
0.6 2.2 -1.6
-0.4 1.2 -0.1
-1.3 -2.9 -1.6
0.5 -1.6 1.1
-0.2 4.2 -0.6
2.8 -1.9 -0.8
-2.3 1.6 1.0
-0.1 -0.1 -0.5
1.1 0.1 0.7
-0.7 -0.1 -1.6
-0.4 0.2 0.7

Calculated values
ΔE to the lowest compared entry with this formula, charge and spin, kcal/mol: 130.56
E, eV: -22345.135
Total charge: +1
2S+1: 1
HOMO level, eV: -13.71

---

> What is the formula in the third record?

H23O11